[1]
# C45H34O29

8 unconnected molecules or ions with the total composition C45H34O29 in a non-equilibrium geometry (ωB97M-V/def2-TZVPD, the Open Molecules 2025 dataset).

The geometry in XYZ format:
```
108
Properties=species:S:1:pos:R:3:forces:R:3
O -18.78966 -47.65482 -5.78632 0.44 -0.49 0.57
C -19.89459 -47.30083 -6.13395 0.31 3.65 -0.05
C -20.35811 -45.88200 -6.09133 -5.74 -0.91 -3.86
C -21.68019 -45.47664 -6.82313 6.06 0.69 5.47
O -22.15722 -44.26087 -6.50714 -0.78 0.08 -1.24
C -22.58887 -46.45770 -7.43899 -1.44 -1.04 -1.54
O -23.63351 -46.20378 -8.07044 2.24 0.07 1.57
C -22.14340 -47.84246 -7.27444 5.82 -0.34 2.69
C -20.81910 -48.24144 -6.67071 -6.27 -1.42 -3.20
O -20.40256 -49.53283 -6.63416 -3.23 1.37 -1.59
H -19.99101 -45.28737 -5.31047 0.64 1.18 0.52
H -21.55340 -43.50289 -6.38667 0.13 -1.11 0.04
H -22.75357 -48.54171 -7.72965 -0.95 -1.55 -0.72
H -19.61757 -49.49724 -6.15124 2.70 -0.19 1.51
O -15.94836 -45.89978 3.42259 -0.15 2.79 0.24
C -15.96239 -44.65433 3.70161 -1.30 -3.79 -1.78
C -15.06552 -44.12141 4.57753 0.53 7.46 3.99
C -15.28285 -42.66899 5.16168 3.16 -5.14 -0.03
O -14.44923 -42.09015 6.20294 -2.35 -2.06 -3.47
C -16.45576 -41.90494 4.64679 1.02 5.63 4.29
O -16.64672 -40.73279 5.20753 0.56 -4.54 -2.36
C -17.30197 -42.45443 3.71367 -0.53 -6.48 -4.26
C -17.04991 -43.83098 3.14213 -2.76 2.71 1.09
O -17.89919 -44.54522 2.30936 -0.38 12.16 0.94
H -14.32187 -44.79780 4.88747 1.05 -0.30 0.73
H -13.71570 -42.72830 6.30405 -0.36 0.32 0.04
H -18.19961 -41.97584 3.41107 -0.43 0.57 -0.14
H -17.78934 -45.38268 2.36157 1.93 -9.32 0.64
O -23.82893 -45.90805 -3.95791 -0.07 -3.42 -0.39
C -23.61606 -47.18254 -4.01671 4.41 7.32 3.70
C -22.33603 -47.61002 -3.37669 -0.81 -7.13 -2.32
C -21.89266 -49.02351 -3.54820 1.98 5.71 0.83
O -20.54050 -49.37913 -3.26253 -4.55 -1.32 -1.15
C -22.76138 -50.00002 -4.24281 -0.28 1.22 0.85
O -22.45896 -51.15218 -4.29317 0.46 -1.69 -0.33
C -24.04730 -49.52066 -4.70901 -3.08 6.48 -0.28
C -24.48324 -48.00938 -4.61657 -2.99 -9.55 -3.44
O -25.69629 -47.55027 -5.11886 3.53 -7.33 -1.91
H -21.79144 -46.90042 -2.86437 1.21 1.38 0.88
H -20.16325 -48.55063 -3.05716 1.56 1.72 0.80
H -24.73038 -50.25539 -5.12197 0.07 0.22 -0.06
H -25.86876 -46.78692 -4.73941 -1.18 6.35 2.83
O -10.50203 -49.94883 -7.93887 -0.24 2.19 0.24
C -11.31250 -49.12831 -7.43993 1.44 -4.78 -0.47
C -12.48565 -49.73884 -6.95895 -5.90 3.19 3.27
C -13.47615 -48.86153 -6.24643 2.33 -5.28 -0.61
O -14.59316 -49.41963 -5.55019 1.92 0.89 -1.46
C -13.14323 -47.41898 -5.97844 -6.41 0.81 0.71
O -14.09026 -46.66611 -5.50449 3.39 -2.69 -0.90
C -11.96902 -46.90403 -6.46108 5.81 -3.74 -2.85
C -10.93685 -47.78907 -7.11995 -6.04 4.69 2.64
O -9.79670 -47.42296 -7.56873 -3.66 7.70 -1.55
H -12.58696 -50.82886 -7.06025 -0.13 0.73 -0.01
H -14.66417 -50.38666 -5.74019 0.18 0.96 0.23
H -11.81175 -45.95569 -6.08369 0.93 1.98 -0.04
H -9.26074 -48.04879 -7.36044 6.29 -6.70 1.14
O -13.47440 -44.36041 -1.85039 -0.15 -0.82 1.10
C -12.70710 -44.13445 -2.75789 -1.70 1.49 -1.01
C -12.93895 -42.99286 -3.60242 5.01 0.15 -6.60
C -12.13669 -42.80101 -4.90125 -3.63 1.97 3.85
O -12.39870 -41.79618 -5.80296 2.29 -2.68 0.46
C -10.90524 -43.60668 -5.22124 -1.56 -0.29 0.63
O -10.24696 -43.47638 -6.22158 0.32 0.39 -0.30
C -10.76230 -44.65349 -4.27232 -0.62 -4.53 5.21
C -11.63676 -45.06516 -3.11008 4.40 2.66 -5.16
O -11.48774 -46.11274 -2.34388 -0.96 0.53 -0.81
H -13.75793 -42.36455 -3.57164 -1.67 0.93 0.75
H -13.14070 -41.24932 -5.66145 -1.54 0.65 0.87
H -9.92161 -45.37586 -4.37063 -0.55 0.76 -0.34
H -12.41424 -46.09745 -1.98803 0.34 -1.19 1.46
O -20.67983 -44.99952 -1.23264 1.50 0.19 -0.74
C -21.73741 -44.41107 -1.27470 -0.80 -0.70 0.70
C -22.78621 -44.88421 -0.39950 -8.06 8.13 -4.51
C -24.21545 -44.17413 -0.47610 4.33 -4.04 0.08
O -25.33287 -44.59053 0.25767 2.80 2.47 -0.97
C -24.51117 -43.06924 -1.52057 4.52 -2.09 1.24
O -25.55824 -42.53009 -1.55006 -2.36 1.06 -0.10
C -23.33035 -42.67928 -2.32521 3.87 -1.81 1.12
C -21.94895 -43.24488 -2.21522 -6.32 1.99 -0.53
O -20.95217 -42.81961 -2.98922 -3.18 1.95 0.09
H -22.80022 -45.54616 0.29834 0.90 -4.37 4.03
H -25.64665 -43.65492 0.37330 -1.23 -1.13 0.17
H -23.66010 -41.78295 -2.79142 0.84 0.67 -1.24
H -20.26619 -43.40340 -2.87941 3.19 -2.41 0.57
O -18.91084 -47.48157 -2.16896 -2.48 0.30 1.43
C -17.75284 -47.38376 -1.79750 0.73 -0.61 -3.73
C -16.77487 -47.72253 -2.73176 8.99 -1.50 -1.39
C -15.23653 -47.69207 -2.26503 -5.23 -1.11 -0.82
O -14.26310 -48.35558 -2.81276 -2.61 -0.20 -4.05
C -14.87578 -47.17563 -0.92757 6.45 0.29 -1.95
O -13.63422 -47.00408 -0.68218 -2.62 -0.60 -0.59
C -15.82379 -46.88600 -0.05638 -9.88 0.26 0.98
C -17.30969 -46.95884 -0.50370 4.28 1.42 7.18
O -18.31801 -46.68509 0.50790 3.07 -1.14 -3.86
H -16.67674 -48.25503 -3.80111 -1.72 1.47 2.48
H -14.68768 -48.66878 -3.79222 1.93 0.60 2.85
H -15.61083 -46.74966 0.97192 0.03 0.55 0.77
H -19.08069 -46.88897 -0.05507 -1.06 0.29 0.28
C -17.73827 -52.53006 -1.99868 0.65 -0.38 -0.53
C -16.47663 -51.83594 -2.20395 3.18 0.85 -1.07
C -15.92509 -50.96277 -1.07648 0.33 -2.31 -0.50
O -15.85878 -51.88845 -3.28483 -1.32 0.05 1.84
H -17.82657 -53.31140 -1.31674 0.64 -0.95 2.15
H -17.88460 -53.08793 -2.85614 -0.95 -0.54 -2.31
H -18.48599 -51.84843 -1.77482 -1.69 1.34 0.15
H -15.07567 -50.43763 -1.36601 1.73 0.58 -0.94
H -15.63141 -51.53525 -0.19349 -0.55 -0.02 0.05
H -16.60728 -50.21716 -0.88718 -2.01 1.49 1.05
```
Forces are in eV/Å.

Output
charge	0
2S+1	1
SMILES string	O=C1C=C(O)C(=O)C=C1O.O=C1C=C(O)C(=O)C=C1O.O=C1C=C(O)C(=O)C=C1O.O=C1C=C(O)C(=O)C=C1O.O=C1C=C(O)C(=O)C=C1O.O=C1C=C(O)C(=O)C=C1O.O=C1C=C(O)C(=O)C=C1O.CC(C)=O
HOMO-LUMO gap	6.1	eV
HOMO energy	-8.9	eV
energy above the lowest of the compared OMol25 structures with the same formula, charge and spin	0.000	eV
E_LUMO	-2.78	eV

Atom charges from the Mulliken analysis, given in e for atoms 1 to 8: atom 1 (O): -0.58, atom 2 (C): 1.52, atom 3 (C): -0.75, atom 4 (C): 0.34, atom 5 (O): -0.46, atom 6 (C): 0.29, atom 7 (O): -0.62, atom 8 (C): -0.90

***

[2]
# C3H10N2O2

2 unconnected molecules or ions with the total composition C3H10N2O2 in a non-equilibrium geometry (ωB97M-V/def2-TZVPD, the Open Molecules 2025 dataset).

The geometry in XYZ format:
```
17
Properties=species:S:1:pos:R:3:forces:R:3
C 1.03473 -0.36062 -2.14050 0.12 -0.34 0.28
C 1.58316 0.46908 -0.94997 -0.19 -0.10 -1.50
N 1.06333 0.07492 0.33161 -0.45 0.10 0.01
C -0.29718 0.19069 0.67366 1.26 0.01 -0.40
N -0.91891 1.23755 0.05819 0.94 -0.44 -0.35
O -0.74280 -0.60351 1.47381 -0.74 0.22 0.20
H 1.28355 -1.42532 -2.04654 0.21 0.19 0.31
H -0.04959 -0.37271 -2.23680 -0.10 0.44 -0.07
H 1.51237 -0.04531 -3.06365 -0.18 0.23 -0.21
H 1.49276 1.54787 -1.13506 -0.45 -0.15 0.19
H 2.65355 0.35220 -1.03540 0.45 -0.26 0.72
H 1.36523 -0.83730 0.61951 0.20 -0.24 0.18
H -1.80376 1.60255 0.29764 -0.80 -0.13 0.34
H -0.49029 1.52744 -0.80198 -0.22 0.41 0.10
O -2.50967 -0.81426 3.56476 0.36 0.57 -0.65
H -2.18051 -0.94083 2.65393 0.22 0.34 0.46
H -2.99597 -1.60243 3.73679 -0.62 -0.85 0.38
```
Forces are in eV/Å.

Output
charge	0
2S+1	1
SMILES string	CCNC(N)=O.O
HOMO-LUMO gap	10.5	eV
HOMO energy	-9.8	eV
energy above the lowest of the compared OMol25 structures with the same formula, charge and spin	0.431	eV
E_LUMO	0.74	eV

Atom charges from the Mulliken analysis, given in e for atoms 1 to 8: atom 1 (C): -0.96, atom 2 (C): -0.80, atom 3 (N): -0.20, atom 4 (C): 0.50, atom 5 (N): -0.29, atom 6 (O): -0.68, atom 7 (H): 0.31, atom 8 (H): 0.30

***

- Which value of charge does entry 2 give?
  0